1.
Here is one molecule with the formula C2H3BrClNO at a distorted geometry from the Open Molecules 2025 dataset. Energies are from the ωB97M-V functional and the def2-TZVPD basis.

```
9
Properties=species:S:1:pos:R:3:forces:R:3
C 0.56405 -0.57825 1.40883 3.2 -2.3 -1.7
C 0.16820 0.18852 0.18843 -2.6 1.2 1.3
N 1.86920 -1.48252 1.04914 -1.2 1.0 -1.0
O 0.26319 -0.68086 2.53526 -1.1 1.1 0.3
Cl 1.95340 -2.38205 -0.51886 -0.3 0.8 1.6
Br 2.45219 -2.46436 2.50155 0.0 -0.3 -0.1
H 0.47598 -0.17520 -0.70811 1.4 -2.1 -2.2
H 0.48783 1.21448 0.02139 0.1 0.3 1.3
H -0.93504 0.15115 0.07166 0.5 0.3 0.5
```
Forces are in eV/Å.

Values from the calculation:
E: -88222.326 eV
E_HOMO: -0.3392 hartree
ΔE to the lowest compared entry with this formula, charge and spin: 63.6 kcal per mole
SMILES: CC(=O)N(Cl)Br

2.
Here is C10H19CuNO14 as an isolated structure at a distorted geometry from the Open Molecules 2025 dataset. Energies are from the ωB97M-V functional and the def2-TZVPD basis.

```
45
Properties=species:S:1:pos:R:3:forces:R:3
Cu -0.71867 1.04478 0.08263 -0.8 0.6 -0.8
O -2.68241 4.38635 1.58252 -0.1 0.2 0.3
C -2.14730 3.94538 0.37129 0.4 -0.6 -0.5
O -1.46003 2.87350 0.51848 0.3 -0.5 0.4
O -2.36558 4.61409 -0.61257 -0.1 0.2 0.1
H -2.42327 3.70865 2.21733 0.0 -0.1 -0.1
O -2.02303 -0.62878 3.86744 -0.1 0.0 0.1
C -1.34836 -0.71410 2.66281 0.6 0.0 -1.1
O -0.54541 -1.67784 2.54257 -0.4 0.2 0.4
O -1.60937 0.18450 1.83760 -0.3 -0.1 0.7
H -1.70693 -1.40222 4.34712 0.0 0.0 0.0
O 2.39618 1.81435 -2.90761 0.2 -0.1 -0.1
C 1.10596 2.26239 -2.55189 -0.9 0.0 0.8
O 0.69166 1.69332 -1.47936 0.4 -0.1 -0.1
O 0.58284 3.08826 -3.26644 0.3 0.0 -0.1
H 2.58842 1.18347 -2.20648 0.1 0.0 0.0
O -4.14119 -0.47586 -2.14354 -0.1 -0.2 0.1
C -3.11281 0.47989 -2.19651 0.7 0.0 0.7
O -3.14198 1.28924 -3.09135 -0.2 0.2 -0.5
O -2.26446 0.30411 -1.25277 -0.1 -0.1 0.1
H -3.90589 -0.96094 -1.34282 -0.1 0.0 0.0
C 1.13544 -4.78305 -1.08720 0.0 0.1 -0.4
O 0.49254 -3.56496 -0.85115 0.0 -0.1 0.3
C 0.95068 -2.55139 -1.70217 0.1 1.0 -0.3
C 0.22331 -1.24499 -1.41300 -0.1 -0.4 -0.8
N 0.33381 -0.78653 -0.03020 0.2 0.4 -0.6
C 1.73754 -0.55987 0.36975 -0.4 -0.3 0.4
C 1.81602 0.24779 1.64166 0.6 -0.2 0.9
O 0.99057 1.37508 1.55063 0.2 0.1 -0.5
C 1.25620 2.32320 2.52423 -0.2 0.1 1.5
H 0.96342 -5.10545 -2.12586 0.0 -0.1 0.1
H 0.72171 -5.51154 -0.39537 0.1 -0.1 0.0
H 2.22393 -4.69758 -0.96218 0.0 0.0 0.2
H 0.76497 -2.80455 -2.75705 0.1 -0.1 0.1
H 2.03168 -2.37361 -1.58460 0.1 -0.4 0.0
H -0.82533 -1.33908 -1.69935 0.0 0.0 0.5
H 0.58881 -0.46424 -2.08459 0.2 0.0 0.2
H -0.01799 -1.53584 0.56904 -0.4 0.5 0.4
H 2.26852 -0.03106 -0.41962 -0.1 -0.1 -0.1
H 2.18367 -1.53702 0.58939 0.4 0.1 -0.2
H 2.85879 0.55419 1.84434 0.0 0.1 -0.5
H 1.57787 -0.35003 2.53606 -0.5 0.0 -0.3
H 1.05939 1.90201 3.53003 0.1 -0.1 -0.2
H 0.59119 3.17880 2.45251 -0.1 0.0 -0.6
H 2.30491 2.64716 2.52622 0.0 0.0 -0.3
```
Forces are in eV/Å.

Values from the calculation:
spin multiplicity: 2
E: -85476.690 eV
E_HOMO (spin up / spin down): -0.1017 / -0.1011 hartree
ΔE to the lowest compared entry with this formula, charge and spin: 0.0 kcal per mole
charge: -2

3.
Here is one molecule with the formula C4H5NO2 from the Open Molecules 2025 dataset. Energies are from the ωB97M-V functional and the def2-TZVPD basis.

```
12
Properties=species:S:1:pos:R:3:forces:R:3
O -1.10347 -0.26877 2.31547 0.0 -0.1 -0.5
C -0.59806 -0.13520 1.22433 -0.2 0.0 0.1
N -0.54261 1.03281 0.49220 -0.1 -0.1 0.1
C 0.19850 0.91985 -0.75500 0.0 -0.1 -0.1
C 0.62421 -0.53995 -0.79315 -0.1 0.1 -0.3
O 1.47248 -0.96866 0.26422 0.2 0.1 0.1
C 0.07159 -1.20287 0.38201 -0.1 -0.2 0.1
H -1.34383 1.63870 0.55970 0.3 0.3 0.2
H 1.05227 1.60878 -0.76969 -0.1 -0.2 0.0
H -0.43613 1.13155 -1.62197 0.1 0.0 0.1
H 0.79146 -1.03073 -1.74770 -0.1 0.0 0.1
H -0.31340 -2.21846 0.40472 0.3 0.1 0.1
```
Forces are in eV/Å.

Values from the calculation:
E: -9812.983 eV
E_HOMO: -0.3567 hartree
ΔE to the lowest compared entry with this formula, charge and spin: 30.7 kcal per mole
SMILES: O=C1NC[C@H]2O[C@@H]12